{
  "formula": "C29H78ClN6O12",
  "method": "the ωB97M-V functional and the def2-TZVPD basis",
  "orbital_gap_ev": 8.238,
  "e_homo_ev": -6.0,
  "total_charge": -1,
  "e_tot_ev": -77360.7672,
  "de_lowest_ev": 0.461,
  "elements": ["Cl", "O", "O", "O", "O", "C", "C", "C", "O", "H", "H", "H", "H", "H", "H", "H", "H", "C", "O", "C", "C", "N", "C", "C", "O", "C", "H", "H", "H", "H", "H", "H", "H", "H", "H", "H", "H", "H", "H", "H", "H", "C", "C", "C", "O", "C", "N", "H", "H", "H", "H", "H", "H", "H", "H", "H", "H", "H", "C", "C", "C", "O", "C", "N", "H", "H", "H", "H", "H", "H", "H", "H", "H", "H", "H", "C", "C", "C", "O", "C", "N", "H", "H", "H", "H", "H", "H", "H", "H", "H", "H", "H", "C", "C", "C", "O", "C", "N", "H", "H", "H", "H", "H", "H", "H", "H", "H", "H", "H", "C", "C", "C", "O", "C", "N", "H", "H", "H", "H", "H", "H", "H", "H", "H", "H", "H"],
  "xyz": [[0.3797, -0.6569, -2.1198], [0.3156, 0.7506, -2.4053], [1.2223, -1.3695, -3.0692], [0.8874, -0.9767, -0.7760], [-0.9429, -1.2448, -2.2424], [-0.2282, 3.2169, 1.9071], [0.9577, 3.9184, 1.2274], [0.9432, 3.7905, -0.3032], [0.9106, 5.3074, 1.5885], [-0.2803, 2.1931, 1.5359], [-1.0835, 3.8088, 1.5927], [-0.1699, 3.1844, 2.9958], [1.8989, 3.4799, 1.5727], [0.4117, 4.5773, -0.8421], [0.4938, 2.8417, -0.6046], [1.9608, 3.8337, -0.6953], [0.4562, 5.3599, 2.4327], [-4.9239, 4.7130, 2.2499], [-5.0368, 4.7000, 0.8471], [-3.8309, 4.9508, 0.1776], [-3.0312, 3.6545, -0.0698], [-3.5207, 2.8906, -1.1942], [-2.7751, 1.7713, -1.7156], [-3.6434, 1.0246, -2.7206], [-4.9016, 0.6953, -2.1608], [-4.9095, -0.5507, -1.5023], [-4.6528, 3.7348, 2.6622], [-5.8693, 4.9305, 2.7555], [-4.2325, 5.5020, 2.5571], [-3.1418, 5.6007, 0.7285], [-4.0774, 5.3496, -0.8087], [-3.1490, 3.0366, 0.8307], [-1.9881, 3.8879, -0.2815], [-4.5118, 2.7718, -1.3296], [-2.2101, 1.1344, -1.0220], [-1.9917, 2.2617, -2.3188], [-3.2048, 0.1618, -3.2322], [-3.8163, 1.6840, -3.5807], [-5.8941, -0.7769, -1.0853], [-4.2814, -0.4464, -0.6106], [-4.6551, -1.4040, -2.1323], [-0.0896, 1.4953, 5.5766], [-0.5727, 0.0621, 5.6683], [-1.2965, -0.4941, 4.4063], [-0.6651, 0.0570, 3.2731], [-1.2283, -0.4223, 2.0547], [0.6666, -0.7167, 5.8656], [-0.8694, 2.2255, 5.3099], [0.6067, 1.6359, 4.7535], [0.1740, 1.8306, 6.5779], [-1.2522, -0.1758, 6.4901], [-2.3873, -0.3874, 4.3331], [-1.1063, -1.5771, 4.4006], [-2.2916, -0.1395, 2.0932], [-1.2338, -1.5156, 2.0736], [-0.7584, 0.0907, 1.2241], [0.6006, -1.7297, 5.9279], [1.1210, -0.6437, 4.9493], [4.6621, -0.4209, -3.1203], [4.9455, -0.2472, -1.6153], [4.5777, 1.1882, -1.1860], [5.0828, 1.4021, 0.1355], [4.3163, 2.3450, 0.8696], [4.0958, -1.1683, -0.8572], [5.3647, 0.2153, -3.6688], [3.6947, 0.0243, -3.3613], [4.7056, -1.4429, -3.4813], [6.0159, -0.3758, -1.4356], [3.4955, 1.3587, -1.1477], [4.9696, 1.9540, -1.8740], [4.3414, 3.3389, 0.4104], [4.9541, 2.4813, 1.7506], [3.3270, 1.9769, 1.1392], [3.1633, -1.0180, -1.2420], [4.0467, -0.7997, 0.0903], [-2.8893, -3.6604, 0.1640], [-1.5594, -4.3141, 0.5017], [-1.7173, -5.7951, 0.8603], [-2.6252, -5.8611, 1.9498], [-3.3023, -7.0919, 2.0534], [-0.5298, -4.0986, -0.5270], [-3.5265, -3.6084, 1.0494], [-3.3827, -4.3218, -0.5642], [-2.8988, -2.6839, -0.3210], [-1.1970, -3.8960, 1.4505], [-0.7544, -6.1502, 1.2532], [-1.9254, -6.4103, -0.0233], [-3.5370, -7.5335, 1.0749], [-4.2778, -6.8705, 2.4872], [-2.7757, -7.9040, 2.5645], [-0.5710, -3.0945, -0.7164], [-0.9721, -4.4662, -1.3741], [1.8729, -2.6783, 1.8991], [2.6728, -3.9343, 1.5921], [2.2711, -5.1362, 2.4475], [3.2661, -6.1498, 2.4221], [4.0100, -6.2485, 3.5959], [2.6660, -4.1884, 0.1265], [2.0590, -2.4239, 2.9572], [0.8009, -2.6608, 1.7036], [2.2677, -1.7741, 1.4288], [3.6921, -3.6991, 1.9314], [1.3650, -5.5548, 1.9986], [2.1466, -4.8248, 3.4877], [3.4027, -6.6137, 4.4371], [4.5125, -5.3241, 3.8998], [4.7776, -7.0146, 3.4728], [1.6521, -4.3350, 0.0423], [2.7130, -3.2535, -0.2766], [2.5361, 3.7435, -4.9282], [1.3512, 2.8278, -5.3032], [0.5989, 3.3457, -6.5346], [-0.6569, 2.7625, -6.7237], [-1.5602, 2.8430, -5.6389], [1.9615, 1.5180, -5.6127], [3.2378, 3.7808, -5.7612], [3.0999, 3.3511, -4.0782], [2.2245, 4.7399, -4.6003], [0.7126, 2.6943, -4.4264], [1.1666, 3.2273, -7.4569], [0.5268, 4.4304, -6.3365], [-1.4118, 3.7030, -4.9757], [-1.4111, 1.9594, -5.0137], [-2.5918, 2.9217, -5.9753], [2.1382, 1.0475, -4.7330], [1.3111, 0.9786, -6.1726]],
  "atomic_forces_ev_per_a": [[0.019, -2.970, -0.373], [0.405, 0.246, 0.389], [0.167, 1.113, 0.205], [-0.312, 1.207, -0.540], [-0.345, 0.570, 0.379], [0.635, 0.180, -0.814], [-0.404, -0.001, 0.119], [0.103, -0.087, -0.007], [0.260, 0.041, -0.172], [-0.305, 0.064, 0.119], [-0.372, -0.347, 0.197], [0.173, 0.112, -0.011], [-0.037, 0.117, 0.166], [-0.255, 0.141, 0.459], [0.191, -0.073, -0.031], [0.033, -0.149, 0.027], [0.084, 0.075, 0.083], [-0.132, -0.104, 0.438], [-0.636, 0.374, 0.399], [1.017, -1.228, -0.771], [-1.080, -0.653, -0.387], [-0.663, 0.312, -0.490], [1.170, 0.818, -1.160], [-0.006, 0.162, -0.487], [-0.761, -0.400, -0.608], [-0.110, 0.337, 1.025], [0.516, 0.060, -0.137], [-0.254, 0.166, -0.613], [0.221, -0.198, 0.161], [-0.420, 0.394, 0.094], [-0.001, 0.314, 0.168], [0.618, 0.171, 0.383], [0.099, 0.014, 0.245], [-0.092, 0.059, 0.708], [-0.556, -0.091, 0.351], [0.321, -0.643, 0.008], [0.452, -0.194, 0.754], [-0.407, 0.312, 0.378], [-0.239, 0.427, -0.345], [0.418, -0.579, -0.162], [0.464, 0.138, -0.121], [-1.801, 0.957, 0.086], [-0.270, -1.658, -0.755], [0.720, 0.057, -0.224], [0.198, 0.139, -0.266], [-1.048, 0.389, 1.336], [0.925, 0.038, -0.771], [-0.388, -0.479, -0.064], [0.617, -0.249, 0.511], [0.928, -0.098, -0.219], [0.134, 0.539, 0.282], [-0.019, 0.501, 0.277], [-0.188, -0.105, 0.094], [-0.054, 0.036, -0.394], [0.472, -0.027, -0.614], [0.287, -0.530, -0.158], [-0.870, 0.108, 0.406], [0.358, 0.281, 0.356], [0.305, 1.188, 0.302], [-1.043, 0.615, -0.564], [0.433, 0.249, 0.019], [-0.507, 0.020, -0.473], [1.933, -0.050, 0.473], [0.298, 0.104, -0.010], [0.169, -0.300, -0.110], [-0.255, -0.394, 0.080], [0.006, -0.089, 0.166], [-0.097, -0.268, 0.291], [-0.153, -0.456, -0.280], [0.240, -0.059, 0.078], [-0.584, -0.101, -0.367], [-0.597, -0.037, 0.352], [-0.096, 0.086, -0.195], [-0.096, -0.359, 0.169], [0.035, -0.226, 0.064], [-0.926, -0.759, -0.237], [0.381, 0.483, 0.703], [1.261, 0.642, 0.477], [-0.423, -0.702, -0.653], [-0.663, -0.142, -0.673], [-1.105, -0.168, -0.062], [-0.049, -0.041, -0.081], [-0.195, 0.063, 0.100], [0.708, 0.119, 0.202], [0.124, 0.287, -0.178], [0.116, 0.003, -0.371], [-0.708, -0.037, 0.164], [0.112, 0.320, -0.186], [0.160, -0.232, 0.454], [0.200, 0.380, 0.476], [0.511, -0.013, -0.002], [0.494, -0.099, -0.122], [0.319, 0.904, 1.513], [0.925, 0.807, -0.198], [0.256, 0.197, -0.832], [0.022, -0.172, -0.294], [0.179, -0.497, 0.511], [-1.168, -0.117, 1.293], [-0.506, -0.181, 0.103], [-0.005, -0.459, -0.067], [0.106, -0.353, -0.576], [0.113, -0.057, -0.293], [-0.171, -0.123, 0.415], [-0.477, 0.106, -0.054], [-0.170, 0.255, 0.039], [-0.098, 0.157, -0.126], [0.040, 0.102, -0.322], [0.133, -0.500, -0.890], [0.594, -0.086, -0.287], [-0.394, 0.025, 0.236], [1.546, -0.711, -0.230], [0.283, 0.958, 1.523], [-0.622, 0.046, -0.609], [0.380, -0.141, 0.680], [-0.186, 0.388, -0.199], [-0.070, 0.232, -0.090], [-0.148, -0.322, -0.050], [-0.071, 0.074, -0.337], [-0.370, 0.456, -0.139], [0.093, -0.269, 0.092], [-0.399, 0.017, -0.328], [0.324, 0.185, -0.235], [-0.363, -0.064, 0.106], [0.071, -0.293, -0.396], [-0.136, -0.411, -0.179], [0.005, -0.286, 0.306]]
}